No. 1
Molecular formula: C32H31AsN2O8P2PtS2
Method: DFT, ωB97M-V/def2-TZVPD

```
79
Properties=species:S:1:pos:R:3:forces:R:3
Pt 0.3378 -0.1016 -0.5072 0.7247 0.9159 -1.9782
O -1.7886 0.7092 -0.8491 1.2635 -0.7430 0.5692
P -3.0567 0.1484 -0.2201 -0.4187 -0.0139 -0.2282
C -3.2033 -1.6708 -0.0968 0.3525 0.2934 -0.1056
P -2.0927 -2.5531 -1.2401 0.6909 -0.0251 -0.1573
O -0.6302 -2.2196 -1.1700 -0.7241 -0.3743 0.1840
C -2.7292 -2.2243 -2.8865 -0.1984 0.0048 -0.0660
C -1.9060 -1.5481 -3.7804 -0.0467 0.0450 -0.0425
C -2.3577 -1.2841 -5.0679 -0.0234 0.0144 -0.0016
C -3.6279 -1.6888 -5.4539 -0.0464 0.0240 -0.0104
C -4.4549 -2.3632 -4.5593 -0.0101 0.0194 0.0371
C -4.0044 -2.6385 -3.2775 0.0300 0.0655 -0.0321
C -2.3763 -4.2993 -0.9075 -0.0844 -0.1003 0.1903
C -3.5142 -4.7922 -0.2685 0.0599 -0.0896 -0.0189
C -3.6305 -6.1523 -0.0059 0.0286 -0.0136 -0.0313
C -2.6137 -7.0221 -0.3842 -0.0244 0.0514 -0.0033
C -1.4820 -6.5352 -1.0306 -0.0155 -0.0291 0.0195
C -1.3598 -5.1776 -1.2872 0.0007 0.0240 -0.0079
C -4.4219 0.6157 -1.3330 0.1238 -0.0004 -0.1626
C -5.7521 0.3467 -1.0002 0.0664 -0.0368 0.0947
C -6.7767 0.6909 -1.8695 0.0743 -0.0245 0.0395
C -6.4811 1.3151 -3.0763 0.0551 0.0140 -0.0176
C -5.1630 1.5934 -3.4093 0.0405 -0.0469 0.0434
C -4.1323 1.2470 -2.5404 -0.0074 -0.0611 -0.0079
C -3.5554 0.8539 1.3461 0.1411 0.0770 0.1238
C -3.2172 2.1859 1.5802 -0.0134 -0.0630 -0.0453
C -3.6403 2.8122 2.7409 -0.0334 -0.0152 0.0075
C -4.4058 2.1123 3.6657 0.0056 -0.0735 -0.0237
C -4.7435 0.7852 3.4325 -0.0151 0.0443 -0.0023
C -4.3195 0.1522 2.2731 0.0734 -0.0184 0.0175
H -4.2298 -1.9290 -0.3619 -0.0487 -0.0060 0.0156
H -2.9780 -1.9849 0.9198 0.0891 -0.0086 0.1035
H -0.9234 -1.2271 -3.4581 -0.0032 -0.0293 0.0107
H -1.7158 -0.7593 -5.7667 -0.0461 -0.0313 0.0527
H -3.9823 -1.4775 -6.4579 0.0409 -0.0253 0.0934
H -5.4491 -2.6724 -4.8628 0.0856 0.0055 0.0118
H -4.6419 -3.1856 -2.5862 0.0541 0.0568 -0.0727
H -4.3132 -4.1263 0.0404 0.0744 -0.0411 0.0015
H -4.5120 -6.5313 0.5006 0.0881 0.0356 -0.0500
H -2.7021 -8.0822 -0.1702 0.0036 0.0991 -0.0280
H -0.6883 -7.2158 -1.3241 -0.0931 0.0915 0.0345
H -0.4697 -4.7826 -1.7667 -0.0569 -0.0336 0.0699
H -5.9933 -0.1169 -0.0456 0.0166 0.0460 -0.1079
H -7.8055 0.4776 -1.6044 0.0532 0.0190 0.0033
H -7.2823 1.5913 -3.7530 0.0580 -0.0331 0.0369
H -4.9301 2.0738 -4.3522 -0.0081 0.0033 0.0537
H -3.0994 1.4599 -2.7927 -0.0406 -0.0437 -0.0193
H -2.6129 2.7214 0.8556 -0.0262 -0.0253 0.0649
H -3.3735 3.8453 2.9263 0.0108 -0.0502 -0.0001
H -4.7298 2.5981 4.5779 0.0093 -0.0146 -0.0375
H -5.3294 0.2360 4.1595 0.0506 0.0273 -0.0221
H -4.5609 -0.8950 2.1188 0.0219 0.1079 0.0259
O 2.5669 -0.4775 -0.2742 -1.7995 0.2144 -0.2980
As 2.1648 -0.2750 1.6978 0.8294 0.8802 0.3988
O 3.5479 0.0360 2.4867 -0.2131 -0.3550 -0.2085
O 1.2842 1.0611 1.1640 -0.0998 -0.4667 0.8559
C 1.7013 -2.1756 1.6624 -0.4439 -0.0692 0.2035
C 2.6164 -3.1286 1.2456 -0.1615 0.1047 0.0498
C 2.2421 -4.4669 1.2572 -0.0269 -0.1610 -0.0248
C 0.9771 -4.8511 1.6894 0.1132 -0.1150 -0.1016
C 0.0650 -3.9035 2.1297 -0.0034 0.1196 -0.0045
C 0.4462 -2.5747 2.1121 0.2935 -0.1141 -0.0821
S -0.5308 -1.2495 2.7304 -0.3011 0.6945 -0.4152
O -1.5730 -1.7639 3.5823 0.1478 0.0050 -0.0304
O 0.5252 -0.4413 3.3657 -0.2910 -0.0447 0.1058
O -1.0443 -0.5644 1.5157 -0.2166 -0.7187 0.8377
H 2.8839 -1.3373 -0.5816 -0.3230 -0.0847 0.0336
H 3.6167 -2.8326 0.9583 0.0706 -0.0404 -0.0365
H 2.9506 -5.2224 0.9362 -0.0274 0.0429 0.0452
H 0.7076 -5.9008 1.7025 0.0275 0.0379 -0.0147
H -0.9111 -4.1868 2.5108 0.0898 0.0548 -0.0323
N 0.4590 2.9895 -0.9138 0.1557 -0.0499 -0.1186
C 1.3198 2.1183 -1.4794 -0.3260 0.2557 -0.3554
N 2.6131 2.2353 -1.1921 0.0284 0.0300 0.0091
S 0.7822 0.9918 -2.6818 0.0099 -0.1157 0.2959
H 0.7065 3.3339 0.0021 0.0094 0.0145 0.0815
H -0.5108 2.7471 -1.0313 -0.1197 -0.0509 0.0141
H 2.8485 2.5460 -0.2622 0.0423 0.1050 0.1660
H 3.1779 1.4746 -1.5222 0.1327 -0.1873 0.0012
```
Positions in Å, forces in eV/Å.

Summary:
HOMO energy (spin up / spin down) ... -7.3 / -7.3 eV
Total charge ... 0
LUMO energy (spin up / spin down) ... -1.05 / -1.05 eV
Energy relative to the best compared isomer or geometry (same formula, charge and spin) ... 84.3 kcal/mol
Frontier orbital gap (spin up / spin down) ... 6.237 / 6.234 eV



No. 2
Molecular formula: C2H5N3S2
Method: DFT, ωB97M-V/def2-TZVPD

```
12
Properties=species:S:1:pos:R:3:forces:R:3
H 0.3450 2.3252 2.1690 0.3247 -0.5935 0.0997
N 0.0725 2.3417 1.1953 -2.2660 -3.1212 -3.7731
C -0.0929 1.1171 0.5962 3.4465 3.8345 4.1888
N 0.4094 0.0202 1.2810 2.0546 -0.6937 2.8882
S 1.4463 -1.3108 0.6250 -0.2348 1.6393 0.3252
S -0.3207 0.7851 -1.0294 -1.4354 0.0409 -2.2297
N -1.1260 -0.7092 -0.7288 -1.2213 -0.1075 -0.4092
C -1.8250 -1.2163 -1.6748 1.8119 0.1634 0.2080
H 0.9605 0.5236 2.0707 -1.1823 -2.1276 -1.4250
H 0.7075 -2.4399 0.6232 -0.5982 0.5598 0.3316
H -1.6650 -0.7934 -2.6821 -0.9556 -0.4238 0.1025
H -2.3418 -2.1780 -1.4719 0.2557 0.8294 -0.3070
```
Positions in Å, forces in eV/Å.

Summary:
HOMO energy ... -8.9 eV
Total charge ... 0
LUMO energy ... 0.26 eV
Energy relative to the best compared isomer or geometry (same formula, charge and spin) ... 97.9 kcal/mol
Frontier orbital gap ... 9.143 eV
Structure (SMILES) ... [H]/N=C(\NS)SN=C



No. 3
Molecular formula: C44H52N7O4RuSi
Method: DFT, ωB97M-V/def2-TZVPD

```
109
Properties=species:S:1:pos:R:3:forces:R:3
Ru -0.2534 0.1810 -0.5082 2.1160 0.8750 2.3275
O 3.0256 -0.5544 2.2476 -0.3046 -0.0253 0.1840
C 1.9533 -0.3210 1.7031 0.4392 -0.0789 0.0500
O 1.8239 0.1256 0.5152 -1.5976 0.2224 -1.2065
C 0.6675 -0.5418 2.4727 -0.8962 0.2899 -0.7981
C 0.7001 -0.9209 3.8157 -0.4753 -0.4542 0.5404
C -0.4781 -1.1657 4.4771 0.2032 0.1794 -0.5558
C -1.7064 -0.9623 3.8012 0.3615 0.0838 -0.3556
C -2.9630 -1.2007 4.3799 -0.5728 0.0369 0.0129
C -4.1201 -0.9665 3.6734 0.3080 -0.2187 0.6561
C -4.0666 -0.4643 2.3723 0.5202 0.2414 -0.5539
C -2.8508 -0.2313 1.7707 -0.5363 0.0942 -0.1688
C -1.6557 -0.4996 2.4562 -0.1600 -0.2844 0.5799
N -0.4734 -0.3373 1.8165 0.3926 0.1560 -0.7859
H 1.6620 -1.0595 4.2807 0.1292 0.0200 0.0016
H -0.4858 -1.5201 5.4961 0.0206 0.0164 0.1631
H -3.0101 -1.5661 5.3967 0.0063 -0.0314 0.0573
H -5.0798 -1.1605 4.1290 -0.0453 -0.0153 0.0719
H -4.9831 -0.2564 1.8394 -0.0293 0.0199 -0.0799
H -2.7801 0.1760 0.7646 -0.0430 -0.0416 0.0265
C 0.8322 -3.1416 0.8031 0.1680 0.0295 0.1524
N 0.9039 -4.5537 0.4621 0.1968 -0.2311 0.3490
C 1.5305 -4.7013 -0.8448 0.1376 -0.0513 -0.0798
N 0.7881 -3.9843 -1.8733 0.2018 -0.0460 -0.2906
C 0.7146 -2.5808 -1.4983 0.1075 -0.0751 -0.3246
N 0.0627 -2.3850 -0.1957 0.0691 0.4648 -0.2173
C -1.2855 -2.9682 -0.2618 -0.3786 0.0205 -0.2013
N -1.2427 -4.3770 -0.6243 -0.3099 -0.1765 0.1136
C -0.4520 -5.0827 0.3748 -0.0657 -0.1519 0.0512
C -0.5739 -4.5052 -1.9148 -0.0848 -0.0655 -0.1924
H 1.8459 -2.7367 0.8670 -0.0556 -0.0010 -0.0268
H 0.3515 -3.0490 1.7812 -0.0067 0.0446 -0.0626
H 1.5604 -5.7638 -1.1031 0.0453 0.0583 0.0180
H 2.5534 -4.3166 -0.8036 -0.0477 -0.0160 0.0100
H 0.1288 -2.0556 -2.2565 0.1163 0.0087 0.0968
H 1.7294 -2.1712 -1.4401 -0.1188 0.0580 -0.0211
H -1.8617 -2.4290 -1.0181 0.0862 -0.0579 0.2050
H -1.7687 -2.8644 0.7163 0.0537 0.0404 -0.0606
H -0.4013 -6.1409 0.1038 -0.0157 0.0272 0.0797
H -0.9371 -4.9803 1.3491 0.0006 -0.0519 -0.0166
H -1.1360 -3.9442 -2.6656 -0.0263 -0.0584 0.0206
H -0.5439 -5.5605 -2.1998 -0.0252 0.0496 0.0071
C -7.9023 1.1779 -4.1844 0.0241 -0.0588 -0.0729
C -6.5123 0.7995 -3.7682 0.0664 -0.0393 0.0130
C -6.2778 -0.2127 -2.8501 0.0205 0.1374 -0.0856
C -4.9994 -0.4879 -2.3808 0.1317 0.1107 -0.0253
C -4.7881 -1.6133 -1.4141 0.0336 -0.0173 -0.0417
C -3.9321 0.2881 -2.8340 -0.2229 0.0349 -0.0321
C -4.1333 1.2233 -3.8513 0.0186 -0.0386 0.0253
C -2.9673 1.9524 -4.4483 -0.0633 0.0746 0.0755
C -5.4184 1.4668 -4.3042 -0.0020 -0.1124 0.1114
C -2.6017 0.2308 -2.1381 0.0943 -0.0756 -0.2289
O -1.8150 -0.7337 -2.2698 0.0631 -0.3552 0.0664
O -2.3113 1.2082 -1.4005 0.7732 -0.1072 0.7829
H -8.6401 0.7592 -3.5037 -0.0763 -0.0128 -0.0095
H -8.1143 0.8163 -5.1909 -0.0911 -0.0009 -0.0496
H -8.0094 2.2624 -4.1900 -0.0724 0.0085 -0.0144
H -7.1091 -0.7907 -2.4704 -0.1104 -0.0397 0.0701
H -5.7378 -1.9577 -1.0114 -0.0295 -0.0355 0.0692
H -4.1398 -1.3224 -0.5911 0.0794 -0.0241 0.1329
H -4.3116 -2.4478 -1.9293 0.0550 -0.0944 0.0736
H -2.5610 2.6621 -3.7286 0.1168 0.0640 -0.0011
H -3.2685 2.4926 -5.3420 0.0130 0.0550 -0.0623
H -2.1855 1.2434 -4.7212 0.1167 0.0326 -0.0302
H -5.5739 2.2099 -5.0739 -0.0146 0.1205 -0.0868
C 2.8095 5.2920 -1.1068 -0.0474 -0.0241 -0.0259
C 3.2686 4.2272 -0.3481 0.0763 0.0356 -0.0674
C 2.3722 3.3551 0.2451 -0.1719 -0.0168 0.1186
C 0.9958 3.5196 0.0864 -0.4376 -0.1264 0.3664
C 0.5513 4.6077 -0.6692 -0.0450 -0.1585 0.2071
C 1.4448 5.4853 -1.2552 0.0677 0.1526 -0.1284
Si -0.2906 2.3551 0.8968 0.5629 0.0188 -1.2221
C -0.0412 2.5734 2.7598 -0.0467 -0.5431 -0.3372
C -1.0711 3.1024 3.5377 -0.0030 -0.0399 -0.3756
C -0.8735 3.3982 4.8723 0.0127 0.0679 0.2858
C 0.3481 3.1337 5.4725 -0.1310 -0.0033 0.0193
C 1.3643 2.5621 4.7274 0.1644 0.0129 0.0449
C 1.1742 2.2975 3.3840 -0.0034 0.1538 -0.0639
H 3.5079 5.9625 -1.5855 0.0647 0.0804 -0.0027
H 4.3293 4.0705 -0.2241 0.1350 -0.0168 0.0322
H 2.7481 2.5286 0.8279 0.1025 -0.1450 0.0244
H -0.5104 4.7611 -0.7971 -0.1584 0.0561 -0.0550
H 1.0781 6.3219 -1.8328 -0.0333 0.0585 -0.0572
H -1.6531 2.8804 0.5970 0.1370 -0.0668 0.0733
H -2.0269 3.3067 3.0776 -0.1549 0.0507 -0.0253
H -1.6713 3.8449 5.4471 -0.0888 0.0167 0.0597
H 0.5061 3.3744 6.5140 -0.0075 -0.0095 0.0770
H 2.3138 2.3308 5.1876 0.0963 0.0086 0.0365
H 1.9918 1.8838 2.8161 0.1741 -0.0390 -0.0179
C 2.5450 0.9454 -2.2864 0.5294 0.1065 0.3128
C 3.2239 1.6412 -3.4966 -0.0627 -0.1317 0.1850
N 2.2340 1.9120 -4.5211 0.3401 0.3411 -0.6556
C 1.6704 0.6668 -5.0033 -0.0249 -0.1804 0.1160
C 1.0720 -0.1325 -3.8122 -0.2102 -0.3606 -0.4167
N 1.1409 0.6866 -2.6019 -1.2407 -0.2528 1.2039
C 0.4399 1.9443 -2.8641 -0.1764 0.7975 -0.3971
C 1.1830 2.7391 -3.9672 -0.2145 0.0157 0.1828
H 2.5938 1.5711 -1.3932 -0.0473 -0.2210 -0.1469
H 3.0282 -0.0070 -2.0575 -0.0724 0.0457 0.1085
H 4.0027 1.0135 -3.9335 0.0457 0.0121 0.0409
H 3.6723 2.5886 -3.1926 0.0587 -0.0204 0.0112
H 2.4613 0.0962 -5.4946 -0.0532 -0.0183 -0.0326
H 0.9059 0.8991 -5.7475 0.0106 -0.0203 -0.0003
H 1.6374 -1.0522 -3.6488 -0.0652 0.0248 0.0599
H 0.0254 -0.3931 -3.9955 0.1077 -0.0497 0.0984
H 0.3910 2.5342 -1.9478 -0.0648 -0.2370 -0.2171
H -0.5740 1.7023 -3.1833 0.0914 -0.0101 0.1628
H 1.6374 3.6412 -3.5535 -0.0399 0.0404 -0.0369
H 0.4977 3.0278 -4.7674 0.0155 0.0644 -0.0015
```
Positions in Å, forces in eV/Å.

Summary:
HOMO energy (spin up / spin down) ... -7.9 / -7.8 eV
<S²> ... 0.770
Total charge ... 0
LUMO energy (spin up / spin down) ... -0.73 / -0.69 eV
Frontier orbital gap (spin up / spin down) ... 7.142 / 7.122 eV
Multiplicity ... 2



No. 4
Molecular formula: C4H9NS
Method: DFT, ωB97M-V/def2-TZVPD

```
15
Properties=species:S:1:pos:R:3:forces:R:3
C -1.2482 2.2178 1.2023 -3.7465 -1.6100 3.5332
C -1.1938 1.9721 -0.1788 1.9332 -4.3611 -2.1637
N -0.6591 0.8559 -0.6380 -2.3192 3.7875 -1.9590
S 0.2416 -0.1893 0.1236 0.5838 -1.8346 1.5183
C 0.6411 -1.5358 -1.1096 5.7582 3.6876 2.8559
C 1.7260 -2.3318 -0.1469 -0.1711 0.2061 -1.7279
H -1.2424 1.2015 1.7844 1.2113 2.1242 -0.5418
H -0.8672 3.1320 1.5752 1.2724 0.4369 0.7871
H -2.3556 2.4059 1.3873 0.7476 0.1664 -0.2221
H -1.8241 2.5339 -0.8122 -0.2731 0.5365 -1.1337
H -0.1213 -1.9518 -1.5987 -3.0984 -2.2312 -1.1820
H 1.1725 -0.8795 -1.8075 0.1257 -0.6361 -0.3589
H 0.9617 -2.8722 0.4455 1.2826 -0.6013 0.0654
H 2.5991 -3.0639 -0.7994 -2.9304 2.4143 2.3086
H 2.1696 -1.4947 0.5729 -0.3763 -2.0852 -1.7793
```
Positions in Å, forces in eV/Å.

Summary:
HOMO energy ... -8.0 eV
Total charge ... 0
LUMO energy ... 1.10 eV
Energy relative to the best compared isomer or geometry (same formula, charge and spin) ... 84.9 kcal/mol
Frontier orbital gap ... 9.099 eV
Structure (SMILES) ... C/C=N\SCC



In hartree, the calculated total energy values for the records above are, in order, -5783.6636; -1039.7274; -2776.5070; -610.6184.